(1)
Molecular formula: C14H42O11PRb4
Method: DFT, wB97M-V/def2-TZVPD

Output
LUMO energy, eV: -4.491
Gap between HOMO and LUMO, eV: 6.1
Highest occupied orbital energy, eV: -10.603

```
! wB97M-V def2-TZVPD RIJCOSX def2/J DEFGRID3
* xyz 1 1
Rb -7.4005 6.5727 5.2624
Rb -12.3023 5.5036 7.8905
Rb -7.3031 9.4502 8.2053
Rb -8.0294 5.8604 9.3264
P -10.1781 7.7306 7.1352
O -11.7504 8.0521 6.8468
O -9.9636 7.8505 8.6470
O -9.2801 8.7346 6.4121
O -9.8574 6.2470 6.5891
C -8.7820 1.5011 6.5264
C -8.7614 3.1167 6.5609
O -9.8265 3.7249 5.8894
H -8.5523 0.9756 7.4533
H -7.9422 1.1637 5.9190
H -9.5909 1.0158 5.9802
H -7.8516 3.3881 6.0254
H -8.6945 3.5260 7.5690
H -9.8256 4.6354 6.1939
C -7.0358 11.9649 4.0558
C -7.1578 10.7380 4.8611
O -8.2244 10.9292 5.6708
H -7.1449 12.8945 4.6144
H -7.8072 11.8942 3.2889
H -6.2025 11.9495 3.3533
H -6.2888 10.3864 5.4174
H -7.3041 9.8640 4.2265
H -8.5496 10.0736 5.9604
C -10.2741 8.2927 3.1639
C -10.7766 9.7035 3.6615
O -11.8625 9.5971 4.5285
H -9.4055 8.2677 2.5059
H -11.0581 7.9835 2.4726
H -10.1142 7.6254 4.0108
H -11.1556 10.3066 2.8365
H -9.9794 10.3030 4.1012
H -11.6291 9.0820 5.3042
C -10.8710 5.4996 12.9745
C -11.3202 6.3466 11.7572
O -10.5255 6.1607 10.6528
H -9.8131 5.5211 13.2364
H -11.1042 4.4394 12.8769
H -11.3113 5.9359 13.8711
H -11.3386 7.4061 12.0128
H -12.2485 5.8618 11.4551
H -10.5628 6.9939 10.1775
C -12.4481 11.0103 10.4974
C -11.5790 9.8298 10.5474
O -10.4256 9.9683 9.7251
H -11.9567 11.9306 10.8134
H -13.3141 10.9653 11.1578
H -12.8081 11.1367 9.4764
H -12.2319 9.0466 10.1622
H -11.4602 9.6152 11.6095
H -10.2374 9.1031 9.3542
C -15.9917 9.8702 7.7908
C -14.7703 9.5182 6.9035
O -13.8043 8.9389 7.7427
H -16.6634 10.4005 7.1159
H -15.7466 10.5118 8.6372
H -16.6337 9.0567 8.1287
H -14.3430 10.4708 6.5901
H -15.0583 8.8854 6.0640
H -13.0501 8.8379 7.1574
C -14.2784 5.9339 3.9760
C -13.2461 6.9468 4.0761
O -12.0392 6.3646 4.3714
H -15.1514 6.3953 3.5144
H -14.4124 5.3772 4.9034
H -13.8533 5.2728 3.2209
H -13.5305 7.6376 4.8698
H -13.2021 7.4429 3.1065
H -11.7512 6.8586 5.1425
*
```



(2)
Molecular formula: C14H42O11PS7Tl
Method: DFT, wB97M-V/def2-TZVPD

Output
LUMO energy, eV: -2.933
Gap between HOMO and LUMO, eV: 4.5
Highest occupied orbital energy, eV: -7.446

```
! wB97M-V def2-TZVPD RIJCOSX def2/J DEFGRID3
* xyz 0 1
Tl -0.2290 0.0203 0.1524
P -2.5715 0.1678 2.1273
O -1.1836 0.7113 2.5811
O -2.8612 0.8572 0.7500
O -3.6764 0.4209 3.1351
O -2.2153 -1.2776 1.7258
C -4.2053 -0.7868 -1.4145
S -2.8746 -1.2558 -2.5536
O -1.6999 -1.6083 -1.6684
C -3.5663 -2.9201 -2.9196
H -4.1099 0.2547 -1.1123
H -4.0343 -1.3762 -0.5128
H -5.1701 -0.9366 -1.8972
H -4.5694 -2.7535 -3.3269
H -3.6980 -3.4929 -2.0057
H -2.9951 -3.4720 -3.6604
C 2.1581 -0.3020 4.4006
S 1.8609 -1.6338 3.1854
O 1.7280 -0.9774 1.8468
C 0.1676 -1.9894 3.7559
H 2.2669 -0.6544 5.4318
H 1.4381 0.5064 4.3036
H 3.1805 0.0785 4.2932
H -0.2727 -2.6362 2.9958
H -0.4546 -1.1089 3.8833
H 0.2622 -2.6789 4.5997
C 1.7169 0.5150 -4.4938
S -0.0811 0.4471 -4.0802
O -0.2344 0.7117 -2.6159
C -0.4843 2.0082 -4.8738
H 1.7962 0.4590 -5.5782
H 2.1887 -0.3280 -3.9920
H 2.2274 1.3844 -4.0772
H 0.2260 2.7711 -4.5607
H -1.4949 2.3263 -4.6241
H -0.4587 1.8797 -5.9587
C 3.8988 -2.2793 -0.4461
S 3.5246 -0.9157 -1.5774
O 2.0264 -0.6868 -1.5256
C 4.2662 0.4930 -0.6829
H 4.9411 -2.3151 -0.1304
H 3.5956 -3.2022 -0.9366
H 3.2823 -2.1683 0.4495
H 5.3027 0.5596 -1.0243
H 4.1889 0.4632 0.4003
H 3.7385 1.3845 -1.0113
C 3.1971 3.2616 2.5691
S 2.0042 3.2045 1.2273
O 1.9971 1.7819 0.7667
C 0.5595 3.2133 2.3388
H 4.2365 3.2742 2.2464
H 3.0390 2.3966 3.2180
H 3.0284 4.1039 3.2455
H 0.6058 4.0625 3.0244
H 0.5029 2.2490 2.8392
H -0.3669 3.3021 1.7733
C -1.9699 -4.0071 0.6228
S -0.3123 -4.1708 -0.1287
O 0.3308 -2.8170 -0.0503
C 0.4351 -5.1262 1.1768
H -2.5423 -3.3193 0.0161
H -1.8029 -3.6130 1.6244
H -2.4645 -4.9699 0.7709
H 0.3512 -4.6674 2.1579
H 1.4773 -5.1746 0.8627
H -0.0373 -6.1095 1.1508
C -1.4651 5.0049 -0.1986
S -1.1485 3.7856 -1.4909
O -0.1351 2.8198 -0.9536
C -2.7534 2.9647 -1.4533
H -0.5297 5.3970 0.1950
H -1.9386 4.4040 0.5832
H -2.1339 5.8181 -0.4729
H -2.9161 2.4374 -0.5088
H -2.5455 2.1747 -2.1812
H -3.5449 3.6556 -1.7284
*
```



(3)
Molecular formula: C14H42O7
Method: DFT, wB97M-V/def2-TZVPD

Output
LUMO energy, eV: 0.287
Gap between HOMO and LUMO, eV: 8.4
Highest occupied orbital energy, eV: -8.161

```
! wB97M-V def2-TZVPD RIJCOSX def2/J DEFGRID3
* xyz 0 1
C -11.2854 -16.1341 -23.6632
C -12.2439 -14.9429 -23.5886
O -11.5553 -13.9362 -22.8163
H -11.5270 -16.8695 -24.4306
H -11.1888 -16.7218 -22.7503
H -10.2746 -15.7879 -23.8789
H -13.1674 -15.3408 -23.1680
H -12.4776 -14.5542 -24.5797
H -10.6894 -13.7293 -23.1754
C -10.8101 -14.9521 -20.4832
C -11.6680 -14.9659 -19.2324
O -13.0466 -15.1846 -19.3881
H -11.1315 -14.0958 -21.0762
H -10.9678 -15.8444 -21.0892
H -9.7499 -14.9258 -20.2317
H -11.5360 -14.0510 -18.6547
H -11.3617 -15.7529 -18.5433
H -13.1981 -16.0409 -19.7950
C -15.3546 -12.8588 -19.8328
C -14.4902 -13.4813 -20.9175
O -13.1526 -13.3177 -20.5729
H -15.1216 -13.3627 -18.8948
H -16.4123 -13.0645 -19.9976
H -15.3201 -11.7899 -19.6224
H -14.6177 -13.0487 -21.9098
H -14.7845 -14.5195 -21.0714
H -12.8937 -14.0387 -19.9944
C -9.2448 -11.4861 -19.8021
C -9.8937 -12.3988 -20.8971
O -9.2301 -12.3042 -22.1146
H -8.1753 -11.6964 -19.7886
H -9.6537 -11.6967 -18.8139
H -9.4141 -10.4414 -20.0630
H -10.9555 -12.1605 -20.9606
H -9.7083 -13.4170 -20.5550
H -8.3083 -12.4517 -21.8906
C -14.0340 -16.6422 -22.1707
C -13.2130 -17.5882 -21.2420
O -13.3018 -17.0675 -19.9278
H -15.0863 -16.6895 -21.8905
H -13.9697 -16.8761 -23.2334
H -13.7488 -15.5963 -22.0567
H -12.1570 -17.4019 -21.4376
H -13.3452 -18.6698 -21.2154
H -14.0350 -17.5037 -19.4876
C -8.6374 -15.3405 -22.1242
C -8.4807 -14.3988 -23.3043
O -9.6840 -13.7333 -23.5269
H -9.1067 -14.7308 -21.3521
H -7.7129 -15.7850 -21.7556
H -9.3350 -16.1487 -22.3436
H -8.2669 -14.9728 -24.2059
H -7.6617 -13.6872 -23.1996
H -9.5331 -12.9354 -23.0148
C -14.1244 -13.7882 -17.2469
C -12.6732 -13.8809 -16.9304
O -12.4219 -13.4194 -15.5951
H -14.3207 -12.7173 -17.1942
H -14.8082 -14.2586 -16.5404
H -14.4085 -14.1526 -18.2341
H -12.0155 -13.4726 -17.6978
H -12.4614 -14.9384 -16.7730
H -12.8181 -12.5467 -15.5385
*
```



(4)
Molecular formula: C14H42O7S7
Method: DFT, wB97M-V/def2-TZVPD

Output
LUMO energy, eV: -0.203
Gap between HOMO and LUMO, eV: 8.6
Highest occupied orbital energy, eV: -8.802

```
! wB97M-V def2-TZVPD RIJCOSX def2/J DEFGRID3
* xyz 0 1
C -3.9471 5.5700 4.7834
S -2.9718 5.0294 6.2461
O -2.0144 3.9401 5.6721
C -1.8861 6.4636 6.6215
H -3.3283 5.5605 3.8862
H -4.2333 6.6218 4.7889
H -4.8727 5.0058 4.6696
H -1.4307 6.9290 5.7473
H -1.1653 6.1364 7.3709
H -2.4513 7.2883 7.0558
C 1.5184 1.2507 -1.2633
S 1.2712 0.4255 0.3782
O 2.6221 0.5677 1.0069
C 0.1782 1.6854 1.0652
H 1.9361 2.2495 -1.3900
H 0.5369 1.2440 -1.7372
H 2.3091 0.6759 -1.7455
H -0.2899 1.0927 1.8512
H -0.7135 2.0041 0.5255
H 0.9177 2.4501 1.3031
C -2.7750 0.4762 -5.1185
S -4.1170 -0.0864 -6.3098
O -3.8708 0.5982 -7.6876
C -3.7325 -1.8888 -6.4962
H -1.8755 -0.0944 -5.3495
H -2.9548 0.0666 -4.1245
H -2.7505 1.5642 -5.1801
H -3.8999 -2.0847 -7.5553
H -4.5287 -2.4916 -6.0595
H -2.6707 -2.0745 -6.3338
C 6.5098 -3.4445 0.3974
S 8.2412 -2.8756 0.5636
O 8.8887 -3.5187 1.8080
C 9.0166 -3.7958 -0.8403
H 5.9268 -3.0606 -0.4397
H 5.9808 -3.2245 1.3247
H 6.4766 -4.5309 0.4793
H 8.9426 -3.1605 -1.7230
H 8.6501 -4.8197 -0.9144
H 10.0782 -3.6739 -0.6251
C -1.3835 -6.0454 -0.1256
S -2.7266 -4.7286 0.0514
O -2.3047 -3.8179 1.1861
C -2.4770 -3.8582 -1.5224
H -0.3992 -5.6350 -0.3512
H -1.5975 -6.8479 -0.8316
H -1.3252 -6.6255 0.7954
H -3.1101 -3.0771 -1.9433
H -2.2625 -4.5947 -2.2968
H -1.6026 -3.2275 -1.3618
C 4.6913 1.2042 -6.8781
S 6.2946 1.5647 -6.0492
O 7.2865 1.4478 -7.2128
C 5.7483 3.3146 -5.7951
H 3.7873 1.6327 -6.4454
H 4.5632 0.1341 -6.7151
H 4.8423 1.5464 -7.9020
H 6.6777 3.7509 -5.4292
H 5.0310 3.3173 -4.9743
H 5.3859 3.8885 -6.6480
C -7.4937 -0.6415 8.0525
S -6.6820 0.2979 6.7149
O -6.6094 1.6275 7.4722
C -4.9461 -0.4847 6.7010
H -7.3049 -0.3508 9.0859
H -7.2768 -1.6623 7.7381
H -8.5579 -0.4059 8.0440
H -4.9483 -1.5677 6.5776
H -4.3801 -0.1686 7.5772
H -4.4412 -0.0581 5.8342
*
```



(5)
Molecular formula: C14H42O7S7
Method: DFT, wB97M-V/def2-TZVPD

Output
LUMO energy, eV: 0.365
Gap between HOMO and LUMO, eV: 8.6
Highest occupied orbital energy, eV: -8.256

```
! wB97M-V def2-TZVPD RIJCOSX def2/J DEFGRID3
* xyz 0 1
C -19.7990 14.8329 -7.2107
S -18.1379 15.2220 -7.8861
O -17.2539 14.0360 -7.7144
C -18.6973 15.0976 -9.6565
H -19.8296 14.8464 -6.1383
H -20.1359 13.8443 -7.5110
H -20.5660 15.5812 -7.5171
H -19.6449 15.6905 -9.7966
H -18.9791 14.0163 -9.7592
H -17.9086 15.4744 -10.2914
C -12.8026 9.5244 -8.3154
S -14.3021 9.4128 -9.3101
O -15.2741 8.7289 -8.4956
C -14.5929 11.1588 -9.2856
H -12.0019 10.0173 -8.9072
H -12.3818 8.5222 -8.1433
H -12.9550 10.1766 -7.4711
H -15.5779 11.2972 -9.7549
H -13.7719 11.6223 -9.8312
H -14.6293 11.5107 -8.2572
C -13.1913 14.4546 -5.7878
S -13.4270 12.8411 -4.9294
O -13.2002 11.8551 -6.0143
C -15.1856 12.8582 -4.6471
H -14.0337 15.0413 -5.6587
H -13.1379 14.2347 -6.8725
H -12.3223 14.9680 -5.4835
H -15.3252 13.6734 -3.8831
H -15.5721 11.9201 -4.2725
H -15.6956 13.1028 -5.5902
C -23.5117 9.7722 -9.1329
S -22.1689 9.8536 -10.3090
O -21.6568 11.2977 -10.0826
C -21.0223 8.7807 -9.4450
H -24.4533 9.9491 -9.6645
H -23.3141 10.5758 -8.4031
H -23.6118 8.7730 -8.7446
H -20.0979 8.7198 -10.0566
H -21.4469 7.8076 -9.3096
H -20.7847 9.2925 -8.5295
C -13.9489 6.2440 -7.2177
S -13.6544 5.7133 -8.8777
O -13.0422 4.3624 -8.8949
C -15.3963 5.4609 -9.4058
H -14.4352 5.4955 -6.6375
H -14.5975 7.1078 -7.2126
H -13.0641 6.6470 -6.8795
H -15.7633 6.4889 -9.3009
H -15.8570 4.7432 -8.7065
H -15.3786 5.0930 -10.4627
C -22.1768 6.5179 -6.1808
S -20.4372 7.0662 -5.8432
O -19.7138 7.0534 -7.2003
C -20.8256 8.7866 -5.5027
H -21.9833 5.9307 -7.0412
H -22.8021 7.4336 -6.4088
H -22.5829 6.1457 -5.2148
H -21.5935 8.6523 -4.7260
H -21.2817 9.1233 -6.4173
H -19.9795 9.3498 -5.2277
C -18.1706 9.9814 -7.8308
S -17.2014 10.6991 -6.5157
O -18.1590 11.3200 -5.5357
C -16.6683 9.1241 -5.7571
H -17.5197 9.6356 -8.6129
H -18.7901 10.8119 -8.2081
H -18.7408 9.2124 -7.4797
H -17.5808 8.5682 -5.5205
H -16.1153 9.2788 -4.8394
H -16.1034 8.5499 -6.4935
*
```



(6)
Molecular formula: C14H43N3O6
Method: DFT, wB97M-V/def2-TZVPD

Output
LUMO energy, eV: 0.797
Gap between HOMO and LUMO, eV: 9.9
SMILES: COC[C@H](C)N.COC[C@H](C)N.COC[C@H](C)N.CCO.O.O
Highest occupied orbital energy, eV: -9.100

```
! wB97M-V def2-TZVPD RIJCOSX def2/J DEFGRID3
* xyz 0 1
C -1.7978 2.0398 -1.7781
O -1.3561 3.3589 -1.6314
C -2.3556 4.1438 -0.8984
C -1.8891 5.5657 -0.7430
C -0.5686 5.5927 0.0617
N -2.9697 6.2694 -0.0818
H -2.6002 2.0009 -2.5073
H -2.1885 1.5669 -0.8445
H -0.8869 1.4386 -2.0383
H -3.3238 4.1040 -1.4180
H -2.4584 3.6955 0.0933
H -1.7378 6.0652 -1.7435
H 0.2147 5.0244 -0.3688
H -0.7547 5.1231 1.1117
H -0.2796 6.5649 0.3143
H -3.1511 7.1616 -0.5099
H -2.8219 6.3630 0.9116
C 0.8858 -3.8509 2.6278
O 1.5035 -3.3968 1.4926
C 2.6541 -2.5809 1.6131
C 3.2349 -2.2530 0.2732
C 3.3322 -3.4055 -0.7224
N 4.6083 -1.7321 0.6347
H -0.1598 -4.1382 2.4126
H 0.8314 -3.1452 3.4132
H 1.3180 -4.7953 3.0012
H 2.4754 -1.7107 2.2682
H 3.4067 -3.2754 2.1214
H 2.7361 -1.3513 -0.2127
H 2.4091 -3.6955 -1.1628
H 3.6539 -4.2989 -0.2188
H 4.1398 -3.0640 -1.4866
H 5.2955 -2.4513 0.7832
H 4.9705 -1.0841 0.0041
C -3.1203 -5.0233 2.2248
O -2.8230 -3.6358 1.8969
C -3.4605 -3.1640 0.7272
C -2.8940 -1.8050 0.4414
C -3.6915 -1.2993 -0.7493
N -1.4202 -1.7939 0.0909
H -2.3174 -5.6169 1.7606
H -4.0467 -5.3725 1.7881
H -3.2421 -5.1974 3.2767
H -3.2829 -3.8350 -0.0731
H -4.5742 -3.0481 0.8005
H -2.9724 -1.2428 1.3519
H -4.7574 -1.4079 -0.6184
H -3.3501 -1.7048 -1.6538
H -3.4815 -0.2140 -0.6844
H -0.8888 -2.2386 0.9006
H -1.2051 -2.3718 -0.7211
C 2.1182 2.4848 -3.1606
C 3.1155 2.1899 -2.0385
O 2.6044 1.1476 -1.1594
H 1.2183 2.8136 -2.7105
H 1.9602 1.5053 -3.6864
H 2.4583 3.3138 -3.7415
H 3.2727 3.0942 -1.4605
H 4.0354 1.8706 -2.5615
H 3.0497 1.3368 -0.3069
O 3.4324 1.0832 1.3311
H 3.9781 0.2670 1.4412
H 2.6141 0.8909 1.7889
O 0.3770 0.5755 0.5471
H -0.1018 -0.2737 0.3196
H 1.0253 0.8222 -0.1330
*
```